Record 1
{"formula": "C21H31Cl5P2Pt", "method": "ωB97M-V with the def2-TZVPD basis set", "total_charge": 0, "homo_lumo_gap_ev": [3.0, 7.4], "spin_multiplicity": 3, "lumo_energy_ev": [0.23, -0.37], "e_above_lowest_kj_mol": 406.7, "symbols": ["P", "P", "C", "C", "H", "H", "H", "H", "C", "H", "H", "H", "C", "H", "H", "H", "C", "H", "H", "H", "C", "H", "H", "H", "Pt", "C", "C", "C", "C", "C", "C", "C", "C", "C", "H", "H", "H", "H", "H", "H", "H", "H", "H", "H", "H", "H", "H", "H", "H", "Cl", "C", "C", "C", "Cl", "C", "Cl", "C", "Cl", "C", "Cl"], "coordinates": [[0.90657, -0.15524, 2.09798], [0.38357, -0.57278, -1.67431], [-0.34115, 0.52369, 0.94916], [-0.79157, -0.19067, -0.32924], [-0.15562, 1.59429, 0.78492], [-1.17565, 0.41367, 1.65350], [-1.48553, -1.01896, -0.10897], [-1.30947, 0.55524, -0.93807], [0.81555, 0.90395, -2.62189], [1.60205, 0.58280, -3.32163], [1.23351, 1.67664, -1.95517], [-0.04848, 1.29346, -3.17724], [-0.25142, -1.95531, -2.60578], [-1.16875, -1.66854, -3.13146], [-0.42497, -2.80314, -1.93006], [0.53476, -2.22079, -3.32297], [1.75218, 1.12912, 3.02525], [2.60127, 0.65889, 3.54118], [1.07479, 1.57311, 3.76446], [2.12760, 1.90647, 2.34518], [0.14038, -1.45107, 3.10289], [-0.25763, -2.24831, 2.45729], [-0.66236, -1.03406, 3.72461], [0.92669, -1.86380, 3.75098], [1.72153, -0.86487, 0.09176], [-3.37786, 0.92084, -0.65923], [-2.68823, 2.00485, -1.08580], [-2.93668, 3.36886, -0.52747], [-3.05894, 3.43929, 1.03049], [-2.29509, 2.41275, 1.79744], [-2.83704, 1.24982, 2.25014], [-4.18495, 0.77729, 1.81524], [-4.52488, 0.97536, 0.30153], [3.24598, -1.38912, 1.41608], [-3.25109, -0.07709, -1.09178], [-2.06748, 1.99933, -1.99342], [-3.86955, 3.78205, -0.95965], [-2.13400, 4.04031, -0.85345], [-2.68993, 4.43942, 1.34630], [-4.12579, 3.38157, 1.28783], [-1.28456, 2.73358, 2.06146], [-2.42982, 0.69498, 3.10996], [-4.96456, 1.28966, 2.41263], [-4.27955, -0.28507, 2.06409], [-5.22631, 0.15937, 0.02206], [-5.06700, 1.92767, 0.20064], [3.52645, -2.40442, 1.12644], [2.98014, -1.36829, 2.49115], [4.03873, -0.66685, 1.19240], [4.16608, 0.63499, -1.55098], [4.05493, -1.05537, -1.89287], [3.03194, -1.79374, -1.30579], [2.95979, -3.17130, -1.49644], [1.74237, -4.07443, -0.66217], [3.87848, -3.83282, -2.33801], [3.73235, -5.51858, -2.58546], [4.90560, -3.07624, -2.95501], [6.01307, -3.84988, -3.98659], [5.00882, -1.68116, -2.72524], [6.26075, -0.75141, -3.42887]], "atomic_forces_ev_per_a": [[1.164, -0.462, -2.314], [1.472, -0.802, 1.842], [-0.610, 0.305, 1.464], [-0.548, 0.264, -1.378], [-0.091, -0.470, 0.066], [0.043, 0.430, -1.057], [0.402, 0.256, -0.269], [-0.233, -0.414, 1.158], [-0.530, -0.075, -0.591], [-0.182, 0.266, 0.101], [-0.216, -0.488, -0.185], [0.288, 0.080, -0.046], [-0.425, 0.292, -0.768], [0.024, -0.354, -0.176], [0.102, 0.384, -0.166], [-0.268, -0.145, 0.015], [-0.511, 0.338, 0.811], [-0.252, 0.221, -0.185], [0.230, 0.244, 0.193], [-0.172, -0.405, 0.102], [0.014, 0.353, 0.475], [0.245, 0.381, 0.119], [0.072, -0.204, 0.013], [-0.333, -0.012, -0.159], [0.290, -0.403, -0.091], [-0.294, 0.841, -0.970], [-1.686, -0.594, -0.222], [-0.068, 0.578, 0.210], [-0.257, 0.514, -0.617], [-0.748, -0.687, 1.330], [-0.155, 2.119, 0.371], [-0.577, -0.124, -0.067], [-0.543, -0.106, 0.555], [1.075, -1.180, 0.968], [0.234, 0.537, -0.071], [0.024, -0.387, 0.587], [0.356, -0.086, 0.122], [-0.097, -0.113, 0.033], [-0.348, -0.561, -0.128], [0.362, 0.110, 0.091], [-0.314, -0.304, 0.308], [0.352, 0.167, -0.723], [0.187, -0.223, -0.209], [0.040, 0.101, -0.031], [0.284, 0.598, 0.133], [0.129, -0.355, -0.150], [0.403, 0.016, 0.276], [0.514, -0.130, -0.329], [-0.019, -0.170, 0.206], [0.207, 0.663, 0.003], [-0.014, -1.955, -0.600], [1.189, -0.101, -0.194], [1.215, 0.895, -1.007], [-0.341, -0.466, 0.243], [-0.112, 1.332, 0.340], [0.177, -0.377, -0.180], [-0.863, 0.597, 0.779], [0.431, -0.278, -0.406], [-1.114, -0.479, 0.643], [0.398, 0.030, -0.269]], "lowdin_charge": [0.70, 0.69, -0.43, -0.43, 0.09, 0.01, 0.10, 0.00, -0.25, 0.04, 0.04, 0.04, -0.25, 0.05, 0.03, 0.05, -0.24, 0.05, 0.04, 0.06, -0.22, 0.06, 0.04, 0.05, 0.70, -0.12, -0.13, -0.17, -0.18, -0.13, -0.14, -0.18, -0.17, -0.33, 0.11, 0.11, 0.12, 0.11, 0.12, 0.10, 0.10, 0.11, 0.12, 0.10, 0.12, 0.10, -0.02, -0.05, -0.01, 0.65, -0.73, -0.43, -0.73, 0.65, -0.71, 0.67, -0.72, 0.68, -0.71, 0.67]}

Record 2
{"formula": "C21H31ClN2O5PrS", "method": "ωB97M-V with the def2-TZVPD basis set", "total_charge": -1, "homo_lumo_gap_ev": [6.6, 6.6], "spin_multiplicity": 3, "lumo_energy_ev": [2.50, 2.51], "e_above_lowest_kj_mol": 0.0, "symbols": ["Pr", "Cl", "N", "N", "C", "C", "C", "C", "C", "C", "H", "H", "H", "H", "H", "H", "C", "C", "C", "C", "H", "H", "H", "H", "H", "H", "O", "H", "H", "O", "H", "H", "C", "C", "C", "H", "H", "C", "C", "H", "C", "C", "C", "C", "H", "C", "H", "H", "H", "H", "H", "H", "H", "H", "C", "S", "O", "O", "O", "H", "H", "H"], "coordinates": [[1.41723, 0.27455, 0.64146], [-0.87453, -0.02061, -1.29849], [-1.58364, 0.49194, 1.66727], [2.16629, 0.14291, -1.69301], [-1.54901, -0.40926, 2.59291], [2.45675, -1.07361, -2.08356], [-2.80420, 1.30748, 1.89005], [-3.08836, 1.03448, 3.36904], [-3.94729, 0.78269, 1.02153], [-2.60139, 2.78408, 1.60971], [-4.25841, -0.21139, 1.35777], [-3.61856, 0.73330, -0.01951], [-4.79694, 1.46497, 1.12127], [-1.91190, 3.21922, 2.33590], [-3.57634, 3.28138, 1.71184], [-2.21549, 2.93887, 0.59652], [2.38809, 1.07710, -2.82021], [3.17373, 0.20167, -3.80315], [3.21152, 2.27558, -2.36006], [1.09660, 1.55525, -3.46351], [0.49108, 0.70085, -3.78907], [1.35099, 2.17564, -4.33820], [0.48749, 2.14165, -2.76609], [4.16405, 1.91853, -1.95447], [2.69043, 2.85506, -1.58653], [3.41243, 2.91036, -3.23256], [3.04601, -1.16396, -3.26930], [4.23606, 0.48892, -3.82914], [2.76916, 0.20021, -4.82232], [-2.33673, -0.20771, 3.65305], [-4.14105, 0.83638, 3.59973], [-2.69011, 1.83808, 3.99985], [-0.67333, -1.65408, 2.59265], [2.30349, -2.35373, -1.28009], [0.91010, -2.67502, -0.68356], [2.99021, -2.22821, -0.40907], [2.71522, -3.17749, -1.88407], [0.62025, -2.16924, 0.54764], [-0.54449, -2.33737, 1.21809], [2.95232, 1.68159, 0.77527], [-1.57327, -3.08788, 0.57397], [-1.34889, -3.60173, -0.72668], [-2.89495, -3.25595, 1.25871], [-0.10875, -3.40955, -1.36083], [-2.16455, -4.09984, -1.26841], [0.14787, -3.85632, -2.76224], [-0.68399, -4.40981, -3.20346], [1.03222, -4.49765, -2.82922], [0.34910, -3.00983, -3.43372], [-2.75940, -3.44427, 2.32746], [-3.50788, -4.06616, 0.85524], [-3.50521, -2.34566, 1.19482], [-0.98903, -2.30076, 3.43147], [0.33790, -1.28356, 2.85913], [2.51189, 3.60573, 2.28639], [0.97746, 2.69841, 2.27350], [1.20755, 1.33460, 2.86065], [0.04289, 3.49947, 3.05868], [0.60577, 2.46404, 0.82328], [2.90319, 3.65373, 3.31048], [2.32553, 4.62760, 1.94086], [3.25680, 3.15439, 1.61435]], "atomic_forces_ev_per_a": [[-2.234, -0.637, -0.586], [0.122, 0.370, -0.196], [-0.038, -1.625, 0.667], [0.438, -1.886, -0.967], [0.285, 1.250, -1.592], [-0.427, 2.078, 0.985], [0.310, -0.089, 0.199], [0.417, -0.433, 0.338], [0.226, -0.151, -0.069], [-0.088, 0.178, 0.188], [0.045, 0.014, -0.137], [-0.065, -0.055, 0.068], [-0.030, -0.091, -0.077], [-0.090, -0.018, -0.316], [0.169, 0.047, -0.102], [-0.055, -0.074, 0.179], [0.243, 0.069, 0.189], [0.199, -0.468, 0.033], [0.193, -0.098, -0.048], [-0.448, -0.054, -0.033], [0.040, 0.216, 0.119], [-0.024, -0.120, 0.209], [0.128, -0.203, -0.133], [-0.117, 0.200, 0.083], [0.120, -0.214, -0.213], [-0.013, 0.029, 0.172], [0.251, 0.150, -1.184], [-0.203, -0.388, 0.029], [0.058, -0.049, 0.290], [-1.324, 0.196, 0.682], [0.224, 0.056, -0.010], [-0.009, -0.276, 0.055], [-0.067, 0.537, 0.056], [0.122, -0.126, 0.222], [-1.127, -1.006, -1.146], [-0.413, -0.205, -0.502], [-0.173, 0.298, 0.107], [2.874, 1.257, 1.329], [-1.898, -1.136, -0.220], [1.007, -0.718, -0.465], [0.426, 0.353, 0.080], [0.629, 0.552, 0.651], [-0.475, 0.025, 0.193], [0.661, 0.670, 0.288], [0.369, 0.117, 0.297], [0.004, -0.206, -0.666], [-0.059, 0.003, 0.135], [-0.013, -0.059, 0.063], [-0.094, 0.009, 0.214], [0.005, -0.056, -0.024], [0.161, -0.021, -0.092], [0.174, -0.015, -0.083], [0.020, 0.150, -0.455], [-0.354, -0.385, 0.000], [0.678, 0.584, 0.032], [-0.905, -0.081, -0.023], [0.388, 1.064, -0.266], [0.899, -0.552, -0.722], [0.104, 1.397, 1.791], [-0.313, -0.140, -0.168], [-0.351, -0.164, 0.136], [-0.580, -0.075, 0.415]], "lowdin_charge": [0.89, 0.02, 0.15, 0.00, -0.37, -0.34, -0.54, -0.06, -0.04, -0.04, 0.07, 0.07, 0.08, 0.05, 0.08, 0.09, -0.54, -0.06, -0.04, -0.07, 0.07, 0.09, 0.07, 0.08, 0.08, 0.08, 0.02, 0.13, 0.13, 0.00, 0.12, 0.13, -0.05, -0.04, -0.26, 0.13, 0.12, -0.25, -0.24, -0.11, -0.21, -0.01, -0.05, -0.25, 0.11, -0.06, 0.07, 0.07, 0.08, 0.07, 0.07, 0.07, 0.12, 0.10, -0.19, 0.45, -0.45, -0.33, -0.50, 0.07, 0.06, -0.01]}

Computed E_tot (eV) in order:
-106708.7460 -72926.5822